{
  "formula": "C3H3AlO3",
  "method": "ωB97M-V/def2-TZVPD",
  "symbols": ["C", "C", "O", "O", "C", "H", "H", "H", "O", "Al"],
  "coordinates": [[1.119, -0.460, -0.212], [-1.202, -0.358, 0.160], [-0.077, -0.942, -0.463], [1.293, 0.769, 0.041], [-1.768, 0.771, -0.412], [-1.938, -1.134, 0.423], [-1.334, 0.650, 1.034], [-1.096, 1.634, -0.526], [2.106, -1.252, -0.166], [2.896, 0.321, 0.121]],
  "forces_ev_per_angstrom": [[-2.1, -2.8, -0.1], [-2.9, -0.7, -2.1], [-0.2, 0.3, 1.4], [-3.1, 1.8, 0.0], [2.1, 0.9, 2.0], [0.6, -0.1, 0.6], [0.4, -1.2, -0.7], [-0.9, 0.7, -1.4], [-0.8, 0.3, -0.6], [6.9, 0.9, 0.9]],
  "total_energy_ev": -15873.729,
  "total_charge": 2
}

{
  "formula": "C3H3AlO3",
  "method": "ωB97M-V/def2-TZVPD",
  "symbols": ["O", "Al", "O", "C", "O", "C", "H", "C", "H", "H"],
  "coordinates": [[-0.748, 0.318, 0.432], [-3.199, -1.930, 0.610], [-2.343, -1.067, -0.366], [-1.473, -0.258, -0.427], [-0.972, 0.222, -1.795], [-0.110, 1.103, -1.617], [0.949, 1.189, -2.083], [0.298, 1.237, -0.225], [0.142, 2.266, 0.143], [1.296, 0.808, -0.026]],
  "forces_ev_per_angstrom": [[-1.9, -1.5, -0.4], [-3.9, -3.8, 3.1], [-2.1, -1.7, -1.6], [8.9, 8.3, -2.0], [-2.9, -1.7, 0.1], [5.2, -1.6, 1.7], [-1.9, 1.0, -2.3], [-1.9, 0.8, 0.5], [0.3, 0.2, 0.6], [0.2, 0.0, 0.2]],
  "total_energy_ev": -15832.437,
  "de_lowest_kj_mol": 0.0,
  "total_charge": 4
}

{
  "formula": "C3H3BaO2",
  "method": "ωB97M-V/def2-TZVPD",
  "symbols": ["O", "C", "O", "Ba", "C", "H", "H", "C", "H"],
  "coordinates": [[-1.101, 0.710, 0.337], [-0.378, -1.873, 0.076], [0.723, -1.323, -0.110], [1.360, 0.955, 0.071], [-1.574, -0.662, 0.405], [-2.147, -0.864, 1.314], [-3.114, 0.653, -0.477], [-2.179, 0.117, -0.639], [-1.868, -0.046, -1.674]],
  "forces_ev_per_angstrom": [[-0.7, 0.1, -1.5], [-1.9, 0.2, 0.2], [0.2, 0.8, 0.0], [0.1, 0.0, 0.0], [1.3, -2.0, 0.9], [0.1, 0.0, -0.2], [0.2, -0.3, -0.1], [0.5, 0.9, 0.4], [0.1, 0.3, 0.3]],
  "total_energy_ev": -7938.879,
  "de_lowest_kj_mol": 383.7,
  "total_charge": 1
}

{
  "formula": "C3H3Br2N",
  "method": "ωB97M-V/def2-TZVPD",
  "symbols": ["C", "C", "C", "N", "Br", "Br", "H", "H", "H"],
  "coordinates": [[-1.579, 1.205, -0.133], [-0.610, 0.109, 0.274], [0.139, -1.047, -0.486], [-2.384, 2.012, -0.279], [-0.868, -2.608, -0.838], [1.771, -1.570, 0.666], [0.174, 0.728, 0.583], [-1.114, -0.568, 0.982], [0.574, -0.788, -1.508]],
  "forces_ev_per_angstrom": [[0.1, -2.1, -0.7], [-1.1, -1.1, -0.5], [1.4, 1.2, -2.1], [0.3, 0.0, 0.0], [-0.6, -0.3, 0.1], [-1.4, 0.6, -0.9], [1.3, 0.4, 1.6], [0.2, 1.3, 0.8], [-0.4, -0.1, 1.7]],
  "total_energy_ev": -144733.141,
  "de_lowest_kj_mol": 83.0
}

{
  "formula": "C3H3Br2NO",
  "method": "ωB97M-V/def2-TZVPD",
  "symbols": ["C", "C", "C", "N", "O", "Br", "Br", "H", "H", "H"],
  "coordinates": [[-0.884, 0.201, -0.939], [0.490, -0.196, 0.764], [0.501, -0.391, -0.748], [-0.983, -0.196, 0.885], [-1.710, 0.739, -1.549], [1.921, 0.331, -1.948], [-1.554, 1.157, 1.933], [1.148, -0.998, 1.381], [0.770, 0.796, 1.030], [0.300, -1.443, -0.810]],
  "forces_ev_per_angstrom": [[-0.7, -0.1, 3.5], [1.2, -0.8, 1.1], [-0.2, 0.7, -0.5], [0.7, -1.3, -3.2], [0.9, -0.3, -0.2], [-0.9, -0.7, 0.9], [-0.7, 1.0, 0.7], [-1.8, 1.7, -1.4], [1.1, 0.6, 0.2], [0.4, -0.8, -1.0]],
  "total_energy_ev": -146778.948,
  "de_lowest_kj_mol": 214.0
}

{
  "formula": "C3H3Br2NS",
  "method": "ωB97M-V/def2-TZVPD",
  "symbols": ["C", "C", "C", "N", "S", "Br", "Br", "H", "H", "H"],
  "coordinates": [[0.891, 0.352, 0.906], [2.146, 0.204, 1.456], [0.001, -0.771, 0.692], [0.685, -2.020, 0.483], [2.839, -1.293, 1.810], [3.081, 1.737, 1.867], [-0.302, -3.389, 0.748], [0.796, 1.372, 0.560], [-0.913, -0.752, 1.433], [-0.528, -0.590, -0.258]],
  "forces_ev_per_angstrom": [[3.7, 0.9, 1.2], [-3.0, -0.4, -0.9], [-2.8, 0.1, -0.1], [2.1, 2.7, -0.1], [0.2, -0.9, 0.3], [1.0, 0.9, 0.2], [-1.7, -2.7, 0.6], [-1.1, -0.1, -0.1], [1.8, -0.5, -0.8], [0.0, 0.0, -0.1]],
  "total_energy_ev": -155565.335,
  "de_lowest_kj_mol": 311.0
}

{
  "formula": "C3H3Br3Cl6",
  "method": "ωB97M-V/def2-TZVPD",
  "symbols": ["C", "Br", "Br", "Br", "H", "C", "Cl", "Cl", "Cl", "H", "C", "Cl", "Cl", "Cl", "H"],
  "coordinates": [[11.220, 1.467, -13.143], [11.428, 1.745, -11.253], [9.487, 2.033, -13.742], [11.570, -0.343, -13.647], [11.948, 2.101, -13.630], [15.881, 4.393, -13.968], [17.104, 4.397, -15.234], [16.609, 4.425, -12.368], [14.809, 3.001, -14.137], [15.278, 5.285, -14.074], [11.883, 5.603, -16.161], [11.714, 4.749, -14.624], [11.730, 4.485, -17.504], [13.412, 6.477, -16.219], [11.073, 6.318, -16.217]],
  "forces_ev_per_angstrom": [[0.0, 0.2, 0.0], [0.0, 0.0, 0.1], [-0.2, 0.0, 0.0], [0.1, -0.1, 0.0], [0.0, -0.1, -0.1], [-0.1, 0.0, 0.0], [0.0, 0.0, 0.0], [0.1, 0.0, 0.1], [0.0, -0.1, 0.0], [0.0, 0.0, -0.1], [-0.1, -0.1, 0.2], [0.0, 0.1, 0.1], [0.0, 0.0, -0.1], [0.1, 0.1, 0.0], [0.0, 0.1, -0.1]],
  "total_energy_ev": -288421.141,
  "de_lowest_kj_mol": 0.0
}

{
  "formula": "C3H3Br3O",
  "method": "ωB97M-V/def2-TZVPD",
  "symbols": ["C", "C", "C", "O", "Br", "Br", "Br", "H", "H", "H"],
  "coordinates": [[1.267, -1.009, 0.276], [0.156, -0.133, -0.184], [2.947, -0.002, 0.064], [1.524, -2.158, 0.529], [4.256, -1.454, 0.003], [2.671, 0.944, -1.687], [3.195, 1.273, 1.483], [0.222, 0.902, -0.044], [-0.669, -0.626, 0.227], [-0.075, -0.088, -1.228]],
  "forces_ev_per_angstrom": [[5.0, -0.3, -1.2], [-0.2, -1.8, 0.0], [-2.3, -1.5, -0.3], [-2.3, 2.9, -0.3], [-0.2, 1.2, -0.1], [0.7, -0.5, 0.9], [0.1, -0.3, -0.3], [0.5, 1.4, 1.4], [-1.9, -0.1, 1.0], [0.6, -1.0, -1.0]],
  "total_energy_ev": -215332.359,
  "de_lowest_kj_mol": 99.0
}

{
  "formula": "C3H3BrCl2",
  "method": "ωB97M-V/def2-TZVPD",
  "symbols": ["C", "C", "C", "Cl", "Cl", "Br", "H", "H", "H"],
  "coordinates": [[0.712, 0.587, 1.250], [0.676, 0.302, -0.009], [-0.680, -0.590, -0.832], [-1.107, -2.033, 0.127], [-1.986, 0.654, -0.867], [-0.196, -1.092, -2.669], [1.308, 1.283, 1.719], [-0.036, 0.006, 1.896], [1.310, 0.883, -0.614]],
  "forces_ev_per_angstrom": [[-3.6, -3.3, 1.8], [-2.5, -1.2, -2.4], [2.7, 1.9, 1.8], [0.0, 0.8, -0.5], [0.4, -0.9, 0.0], [-0.1, 0.2, 0.9], [1.5, 1.3, 0.7], [1.1, 1.1, -0.6], [0.5, 0.1, -1.7]],
  "smiles": "C=CC(Cl)(Cl)Br",
  "total_energy_ev": -98244.789,
  "de_lowest_kj_mol": 111.7
}

{
  "formula": "C3H3BrClNO",
  "method": "ωB97M-V/def2-TZVPD",
  "symbols": ["Cl", "C", "C", "O", "C", "Br", "N", "H", "H", "H"],
  "coordinates": [[0.880, -2.157, -0.386], [0.679, -0.535, 0.536], [0.663, 0.663, -0.417], [-0.717, 0.797, -0.885], [-1.416, 0.155, 0.057], [-3.177, 0.271, 0.043], [-0.559, -0.612, 1.120], [1.425, -0.344, 1.359], [1.131, 1.570, -0.154], [1.090, 0.193, -1.274]],
  "forces_ev_per_angstrom": [[0.8, 0.6, 0.2], [0.9, 1.4, 1.1], [0.0, -3.0, -2.2], [-0.4, -0.4, 2.2], [5.9, -2.9, 4.2], [-1.7, 0.0, 0.0], [-6.4, 3.6, -4.0], [-0.1, -1.0, -1.2], [0.0, 1.1, 0.6], [1.1, 0.7, -1.0]],
  "smiles": "Cl[C@H]1COC(Br)=N1",
  "total_energy_ev": -89259.292,
  "de_lowest_kj_mol": 202.6
}

{
  "formula": "C3H3BrFNO",
  "method": "ωB97M-V/def2-TZVPD",
  "symbols": ["C", "C", "C", "N", "O", "F", "Br", "H", "H", "H"],
  "coordinates": [[-2.192, 0.733, -0.550], [1.012, -1.204, 0.817], [1.825, -0.498, 0.131], [-2.427, 1.695, -1.222], [-1.835, -0.315, -0.176], [1.664, -0.348, -1.181], [3.518, 0.100, 0.693], [0.044, -1.373, 0.386], [1.101, -1.355, 1.924], [-2.710, 2.565, -0.823]],
  "forces_ev_per_angstrom": [[-1.4, -0.4, 8.3], [-2.1, -0.6, 3.3], [2.3, 0.3, -1.3], [-0.3, 4.5, -8.0], [1.9, -4.6, -1.2], [-0.1, 0.5, -0.3], [0.0, 0.2, 0.0], [-0.1, -0.6, -0.2], [0.2, 0.1, -1.4], [-0.4, 0.6, 0.8]],
  "total_energy_ev": -79450.131,
  "multiplicity": 3
}

{
  "formula": "C3H3BrFNO4",
  "method": "ωB97M-V/def2-TZVPD",
  "symbols": ["C", "O", "C", "O", "O", "N", "O", "C", "F", "Br", "H", "H", "H"],
  "coordinates": [[0.043, -0.964, -2.413], [0.499, -0.913, -1.104], [-0.063, -0.217, -0.211], [-1.189, 0.207, -0.207], [0.768, -0.264, 0.890], [0.032, 0.119, 2.000], [-0.644, -0.734, 2.559], [0.240, 1.361, 2.397], [-0.671, 1.963, 3.190], [1.331, 2.405, 1.233], [-0.332, -1.938, -2.607], [0.798, -0.771, -3.253], [-0.813, -0.252, -2.475]],
  "forces_ev_per_angstrom": [[-1.3, 1.5, -2.2], [3.4, -1.2, -1.0], [-2.8, 0.0, 1.4], [1.0, 0.6, 0.0], [0.4, -0.3, -0.3], [-0.6, 1.2, 2.1], [-0.1, 0.0, -0.2], [-0.6, 0.3, -1.5], [1.5, -1.0, -0.7], [-0.6, 0.4, 1.0], [-0.4, -1.0, 0.0], [-0.6, 0.1, 1.8], [0.6, -0.5, -0.4]],
  "smiles": "COC(=O)O/[N+]([O-])=C(/F)Br",
  "total_energy_ev": -85594.671,
  "de_lowest_kj_mol": 66.7
}

{
  "formula": "C3H3BrN2O",
  "method": "ωB97M-V/def2-TZVPD",
  "symbols": ["C", "C", "C", "N", "N", "O", "Br", "H", "H", "H"],
  "coordinates": [[1.040, -0.826, -0.048], [-0.293, -0.629, 0.019], [1.643, 0.527, -0.034], [-0.499, 0.732, 0.080], [0.569, 1.438, 0.052], [2.808, 0.851, -0.095], [-4.331, -0.229, -0.024], [1.595, -1.739, -0.105], [-1.124, -1.306, 0.031], [-1.409, 1.179, 0.123]],
  "forces_ev_per_angstrom": [[-0.1, 0.5, 0.0], [0.5, -0.5, 0.0], [-1.3, -0.8, 0.0], [-1.1, -0.4, 0.0], [1.1, 1.3, 0.0], [0.7, 0.3, 0.0], [0.0, 0.0, 0.0], [0.0, -0.2, 0.0], [-0.1, -0.1, 0.0], [0.3, -0.1, 0.0]],
  "total_energy_ev": -78226.764,
  "de_lowest_kj_mol": 282.9
}

{
  "formula": "C3H3BrN2S",
  "method": "ωB97M-V/def2-TZVPD",
  "symbols": ["C", "C", "C", "N", "N", "S", "Br", "H", "H", "H"],
  "coordinates": [[-0.030, -0.159, 0.464], [0.344, 1.225, 0.779], [1.028, -0.651, -0.236], [1.495, 1.489, 0.260], [1.964, 0.324, -0.288], [3.438, 0.258, -0.963], [-0.793, -0.492, -4.030], [-0.967, -0.493, 0.431], [-0.311, 1.927, 1.152], [1.171, -1.582, -0.523]],
  "forces_ev_per_angstrom": [[3.6, 1.9, -1.1], [0.7, -2.4, -2.0], [-2.2, 2.7, 2.6], [0.5, 1.6, 0.9], [1.5, 0.3, -0.6], [-0.9, 0.0, 0.2], [0.2, 0.0, 0.3], [-3.5, -1.8, 0.5], [-0.8, 1.6, 1.0], [0.9, -4.0, -1.8]],
  "total_energy_ev": -87011.981,
  "de_lowest_kj_mol": 439.6
}

{
  "formula": "C3H3BrNO4",
  "method": "ωB97M-V/def2-TZVPD",
  "symbols": ["C", "C", "C", "N", "O", "O", "O", "O", "Br", "H", "H", "H"],
  "coordinates": [[0.729, -0.552, 1.445], [-1.631, 0.655, -0.093], [0.585, 0.219, -0.113], [0.793, -0.643, -1.179], [1.671, -0.089, 2.032], [-0.043, -1.520, -1.394], [-0.133, -1.372, 1.604], [1.864, -0.571, -1.792], [1.543, 1.819, -0.231], [-1.786, 0.849, -1.138], [-1.945, -0.295, 0.288], [-1.647, 1.499, 0.572]],
  "forces_ev_per_angstrom": [[0.2, 0.7, -1.5], [4.0, -0.7, -0.2], [-4.3, 1.4, 2.0], [0.6, -1.5, -1.4], [1.0, 0.3, 1.0], [0.1, 0.3, 0.0], [-1.0, -1.1, 0.4], [-0.4, -0.2, -0.1], [0.2, 0.7, -0.1], [-0.2, 0.1, -0.3], [-0.1, -0.3, 0.1], [-0.1, 0.2, 0.1]],
  "total_energy_ev": -82878.875,
  "de_lowest_kj_mol": 196.7,
  "total_charge": -1
}

{
  "formula": "C3H3BrO",
  "method": "ωB97M-V/def2-TZVPD",
  "symbols": ["C", "O", "C", "C", "Br", "H", "H", "H"],
  "coordinates": [[-1.398, 0.015, -0.044], [-0.262, 0.720, 0.245], [0.876, 0.093, 0.075], [2.126, 0.020, -0.054], [3.786, -0.637, -0.155], [-1.355, -0.854, 0.697], [-1.690, -0.050, -1.155], [-2.082, 0.692, 0.392]],
  "forces_ev_per_angstrom": [[-1.8, -1.3, 0.6], [3.0, 0.8, -0.4], [4.6, 0.8, -0.5], [-4.7, -0.3, 0.4], [0.3, -0.1, 0.0], [-0.7, 0.2, -2.0], [0.9, -0.7, 1.6], [-1.7, 0.4, 0.2]],
  "smiles": "COC#CBr",
  "total_energy_ev": -75245.499,
  "de_lowest_kj_mol": 292.5
}

{
  "formula": "C3H3BrO",
  "method": "ωB97M-V/def2-TZVPD",
  "symbols": ["C", "C", "Br", "C", "O", "H", "H", "H"],
  "coordinates": [[-0.154, -0.030, -0.163], [-0.678, -0.315, -1.511], [-2.575, -0.520, -1.684], [-0.041, -0.774, -2.649], [0.629, -1.009, -3.623], [0.368, 0.884, -0.010], [0.593, -0.845, 0.143], [-1.170, -0.161, 0.361]],
  "forces_ev_per_angstrom": [[-0.6, -2.7, 1.1], [0.9, -1.5, -4.3], [0.0, 0.1, -0.2], [1.5, 1.0, -0.2], [-2.6, 0.6, 3.3], [-0.1, 1.1, 0.0], [-1.3, 0.9, -0.1], [2.2, 0.6, 0.5]],
  "smiles": "CC(Br)=C=O",
  "total_energy_ev": -75247.601,
  "de_lowest_kj_mol": 89.6
}

{
  "formula": "C3H3Cl2HoNO3Yb",
  "method": "ωB97M-V/def2-TZVPD",
  "symbols": ["Ho", "Yb", "Cl", "Cl", "C", "C", "C", "O", "O", "O", "N", "H", "H", "H"],
  "coordinates": [[-2.035, -0.690, -3.637], [0.599, -0.184, 0.583], [-1.936, -2.508, -2.041], [-0.587, 0.766, -1.312], [1.405, 1.953, 1.383], [-0.277, -2.019, -4.544], [-0.294, 0.542, -4.662], [1.689, 3.061, 1.453], [0.805, -2.446, -4.769], [0.687, 1.014, -5.090], [-1.169, -0.757, 1.930], [-1.321, -1.733, 2.242], [-2.065, -0.532, 1.401], [-1.276, -0.258, 2.836]],
  "forces_ev_per_angstrom": [[-2.4, -1.1, 1.4], [-0.2, -0.7, 0.2], [0.1, 0.8, -0.5], [0.0, -0.2, -0.1], [1.4, 5.4, 0.3], [8.2, -3.7, -2.0], [7.2, 4.2, -3.3], [-1.1, -4.6, -0.1], [-7.4, 2.7, 1.4], [-5.8, -2.7, 2.4], [-1.3, 0.1, -0.2], [0.2, 0.0, -0.2], [1.0, -0.3, 0.9], [0.1, 0.1, -0.3]],
  "total_energy_ev": -93118.265,
  "multiplicity": 6,
  "de_lowest_kj_mol": 10.9,
  "total_charge": 4
}

{
  "formula": "C3H3Cl2NO",
  "method": "ωB97M-V/def2-TZVPD",
  "symbols": ["C", "C", "Cl", "C", "Cl", "N", "O", "H", "H", "H"],
  "coordinates": [[1.264, -1.226, 0.197], [0.047, -0.755, 0.383], [-1.138, -1.589, 1.299], [-0.664, 0.613, -0.464], [0.168, 1.350, -1.968], [-1.095, 1.508, 0.510], [-0.917, 2.668, 0.374], [1.586, -2.050, 0.741], [2.189, -0.588, -0.161], [-1.440, 0.069, -0.912]],
  "forces_ev_per_angstrom": [[2.1, 3.3, -0.4], [-0.5, 2.4, -2.1], [-0.2, 0.1, -0.1], [3.3, -2.5, -0.6], [-0.2, -0.8, 1.6], [-1.0, 0.0, 1.6], [0.4, 0.8, -0.4], [0.2, -1.7, 0.7], [-2.5, -1.2, 0.0], [-1.6, -0.3, -0.3]],
  "smiles": "C=C(Cl)[C@H](Cl)N=O",
  "total_energy_ev": -31737.700,
  "de_lowest_kj_mol": 386.0
}

{
  "formula": "C3H3Cl3",
  "method": "ωB97M-V/def2-TZVPD",
  "symbols": ["C", "C", "Cl", "C", "Cl", "Cl", "H", "H", "H"],
  "coordinates": [[-0.514, -0.051, 0.837], [0.167, -0.669, -0.090], [-0.130, -2.339, -0.702], [1.563, -0.340, -0.499], [2.683, -0.909, 0.699], [1.855, 1.439, -0.774], [-1.548, -0.393, 0.970], [-0.172, 0.810, 1.246], [1.559, -0.879, -1.520]],
  "forces_ev_per_angstrom": [[-2.9, -2.6, -1.7], [1.1, -1.3, 0.3], [-0.6, 1.2, 0.4], [-0.7, 0.2, -2.4], [0.6, -0.5, 0.0], [-0.3, -0.8, 0.1], [0.5, 0.2, 0.6], [0.9, 2.6, 1.2], [1.4, 1.1, 1.5]],
  "smiles": "C=C(Cl)C(Cl)Cl",
  "total_energy_ev": -40725.705,
  "de_lowest_kj_mol": 58.3
}